Formula: C21H27NO3
Source: the Open Molecules 2025 dataset
Level of theory: ωB97M-V/def2-TZVPD

Cartesian coordinates (Å):
C1 -2.089 -3.275 -1.710
O1 -1.454 -2.971 -0.492
C2 -0.214 -2.399 -0.533
C3 0.494 -2.104 -1.687
C4 1.750 -1.531 -1.577
C5 2.323 -1.228 -0.356
C6 3.699 -0.626 -0.296
C7 3.740 0.833 -0.770
C8 3.196 1.819 0.269
C9 3.400 3.262 -0.194
N1 1.787 1.582 0.552
C10 0.795 1.657 -0.361
O2 0.961 1.979 -1.519
C11 -0.579 1.355 0.227
C12 -1.596 1.031 -0.870
C13 -2.979 0.936 -0.295
C14 -3.421 -0.242 0.295
C15 -4.682 -0.318 0.858
C16 -5.519 0.784 0.844
C17 -5.087 1.964 0.262
C18 -3.825 2.038 -0.301
C19 1.590 -1.514 0.806
O3 2.172 -1.164 1.999
C20 1.528 -1.534 3.193
C21 0.339 -2.099 0.712
H1 -2.254 -2.376 -2.313
H2 -3.052 -3.707 -1.441
H3 -1.515 -4.004 -2.291
H4 0.093 -2.316 -2.665
H5 2.304 -1.313 -2.478
H6 4.081 -0.691 0.723
H7 4.356 -1.212 -0.944
H8 3.159 0.942 -1.686
H9 4.775 1.107 -0.983
H10 3.727 1.665 1.215
H11 4.456 3.463 -0.347
H12 3.015 3.955 0.551
H13 2.868 3.422 -1.127
H14 1.570 1.206 1.459
H15 -0.907 2.242 0.778
H16 -0.511 0.523 0.930
H17 -1.546 1.815 -1.628
H18 -1.309 0.089 -1.339
H19 -2.775 -1.107 0.309
H20 -5.014 -1.243 1.310
H21 -6.505 0.725 1.283
H22 -5.735 2.828 0.246
H23 -3.492 2.960 -0.756
H24 1.384 -2.617 3.254
H25 2.191 -1.214 3.996
H26 0.560 -1.034 3.305
H27 -0.248 -2.342 1.582

Results
LUMO level ... 0.68 eV
Energy above the lowest of the compared OMol25 structures with the same formula, charge and spin ... 209.7 kJ/mol
SMILES ... COc1ccc(CC[C@@H](C)NC(=O)CCc2ccccc2)c(OC)c1

=====

Formula: C21H27NO3
Source: the Open Molecules 2025 dataset
Level of theory: ωB97M-V/def2-TZVPD

Cartesian coordinates (Å):
C1 0.907 2.551 -2.708
O1 0.532 2.904 -1.401
C2 -0.473 2.210 -0.794
C3 -0.743 2.559 0.526
C4 -1.737 1.895 1.220
C5 -2.478 0.877 0.641
C6 -3.527 0.130 1.414
C7 -3.115 -1.309 1.753
C8 -1.822 -1.392 2.575
C9 -1.679 -2.756 3.247
N1 -0.654 -1.117 1.747
C10 -0.243 -1.884 0.714
O2 -0.714 -2.964 0.425
C11 0.900 -1.258 -0.076
C12 2.177 -1.058 0.755
C13 3.150 -0.231 -0.036
C14 3.061 1.155 -0.019
C15 3.910 1.927 -0.792
C16 4.861 1.320 -1.595
C17 4.959 -0.061 -1.618
C18 4.107 -0.831 -0.845
C19 -2.210 0.538 -0.693
O3 -2.979 -0.455 -1.217
C20 -2.686 -0.944 -2.501
C21 -1.212 1.200 -1.401
H1 1.256 1.514 -2.761
H2 1.731 3.214 -2.967
H3 0.087 2.701 -3.419
H4 -0.171 3.350 0.982
H5 -1.940 2.174 2.244
H6 -3.743 0.671 2.339
H7 -4.441 0.087 0.818
H8 -2.977 -1.880 0.836
H9 -3.923 -1.773 2.322
H10 -1.836 -0.614 3.348
H11 -2.502 -2.921 3.938
H12 -0.743 -2.806 3.798
H13 -1.682 -3.537 2.493
H14 -0.289 -0.179 1.794
H15 0.565 -0.289 -0.452
H16 1.118 -1.906 -0.927
H17 1.935 -0.548 1.689
H18 2.607 -2.031 0.997
H19 2.318 1.636 0.601
H20 3.826 3.003 -0.767
H21 5.525 1.920 -2.199
H22 5.700 -0.540 -2.241
H23 4.185 -1.908 -0.867
H24 -1.667 -1.337 -2.556
H25 -3.391 -1.756 -2.672
H26 -2.829 -0.177 -3.271
H27 -1.013 0.928 -2.424

Results
LUMO level ... 0.72 eV
Energy above the lowest of the compared OMol25 structures with the same formula, charge and spin ... 217.3 kJ/mol
SMILES ... COc1ccc(CC[C@@H](C)NC(=O)CCc2ccccc2)c(OC)c1

=====

Formula: C21H27NO5
Source: the Open Molecules 2025 dataset
Level of theory: ωB97M-V/def2-TZVPD

Cartesian coordinates (Å):
N1 7.086 -0.620 -1.894
C1 6.103 0.312 -2.178
O1 5.355 0.183 -3.119
C2 6.073 1.533 -1.276
C3 4.639 2.059 -1.126
C4 3.863 1.242 -0.125
C5 4.035 1.448 1.248
C6 3.356 0.681 2.180
C7 2.504 -0.323 1.740
C8 2.320 -0.535 0.373
C9 2.986 0.249 -0.557
C10 1.384 -1.618 -0.051
O2 0.725 -1.549 -1.062
C11 1.289 -2.773 0.889
C12 1.474 -2.571 2.194
C13 1.777 -1.201 2.700
O3 1.438 -0.835 3.802
H1 6.833 -1.546 -2.216
H2 7.356 -0.642 -0.921
H3 6.739 2.304 -1.663
H4 6.459 1.258 -0.291
H5 4.149 1.962 -2.093
H6 4.654 3.107 -0.834
H7 4.711 2.229 1.578
H8 3.481 0.845 3.242
H9 2.839 0.080 -1.616
H10 1.043 -3.740 0.471
H11 1.397 -3.371 2.920
C14 -2.593 -1.791 -1.092
C15 -3.887 -1.841 -0.280
C16 -4.340 -3.275 -0.518
O4 -3.151 -4.050 -0.686
C17 -2.027 -3.183 -0.853
H12 -1.908 -1.004 -0.783
H13 -2.817 -1.650 -2.152
H14 -3.672 -1.681 0.779
H15 -4.625 -1.102 -0.584
H16 -4.945 -3.353 -1.429
H17 -4.915 -3.686 0.313
H18 -1.424 -3.209 0.062
H19 -1.415 -3.546 -1.679
C18 -4.322 3.471 0.090
C19 -5.603 3.450 0.922
C20 -6.094 2.027 0.689
O5 -4.926 1.227 0.505
C21 -3.784 2.065 0.323
H20 -3.616 4.245 0.390
H21 -4.560 3.616 -0.966
H22 -5.369 3.602 1.978
H23 -6.333 4.200 0.623
H24 -6.714 1.965 -0.212
H25 -6.665 1.628 1.529
H26 -3.165 2.022 1.226
H27 -3.198 1.685 -0.515

Results
LUMO level ... -0.98 eV
Energy above the lowest of the compared OMol25 structures with the same formula, charge and spin ... 202.2 kJ/mol
SMILES ... NC(=O)CCc1ccc2c(c1)C(=O)C=CC2=O.C1CCOC1.C1CCOC1

=====

Molar mass values, unit g/mol, following the record order: 341.5, 341.5, 373.4.
Gap between HOMO and LUMO values, unit Ha, following the record order: 0.32457, 0.32330, 0.29574.